DFT (ωB97M-V with the def2-TZVPD basis set) results for a molecular structure, C42H43CaClP2 at a distorted geometry.

## Properties
E_tot: -93783.57800 eV
HOMO (spin up / spin down): -7.1629 / -4.6088 eV
gap between HOMO and LUMO (spin up / spin down): 7.4 / 3.9 eV
molecular weight: 685.285 g mol⁻¹

Geometry (Å):
Ca1 1.864 -0.707 -0.947
C1 -2.628 0.602 5.253
C2 -3.229 0.383 4.068
C3 -3.780 1.426 3.147
C4 -2.710 2.197 2.348
C5 -1.862 3.165 3.134
C6 -1.885 3.407 4.445
C7 -2.976 3.150 5.426
C8 -2.935 1.750 6.131
C9 3.538 -1.283 1.027
H1 -2.017 -0.171 5.692
H2 -3.381 -0.643 3.731
H3 -4.425 2.125 3.693
H4 -4.404 0.917 2.398
H5 -1.982 1.503 1.875
H6 -3.209 2.686 1.485
H7 -1.060 3.628 2.506
H8 -0.977 3.830 4.896
H9 -3.984 3.349 5.045
H10 -2.833 3.869 6.243
H11 -2.217 1.781 6.962
H12 -3.935 1.584 6.559
H13 3.270 -2.098 1.761
H14 3.626 -0.347 1.611
H15 4.522 -1.485 0.559
P1 0.268 -2.296 -2.654
P2 2.347 0.414 -3.353
C10 -0.291 -0.672 -3.266
C11 0.557 0.317 -3.694
C12 -0.352 -3.358 -4.067
C13 -1.406 -2.948 -4.909
C14 -1.715 -3.643 -6.091
C15 -1.020 -4.820 -6.414
C16 -0.007 -5.282 -5.554
C17 0.341 -4.546 -4.410
C18 -0.995 -2.406 -1.270
C19 -0.951 -1.442 -0.237
C20 -1.779 -1.611 0.876
C21 -2.829 -2.537 0.843
C22 -2.947 -3.409 -0.249
C23 -1.999 -3.385 -1.285
C24 2.907 0.871 -5.037
C25 2.545 0.018 -6.102
C26 2.902 0.355 -7.409
C27 3.602 1.550 -7.650
C28 3.902 2.429 -6.601
C29 3.560 2.090 -5.289
C30 2.410 2.021 -2.411
C31 3.572 2.311 -1.662
C32 3.674 3.535 -1.003
C33 2.619 4.453 -1.054
C34 1.485 4.176 -1.819
C35 1.388 2.970 -2.511
H16 -1.387 -0.562 -3.371
H17 0.206 1.113 -4.371
H18 -1.996 -2.059 -4.676
H19 -2.499 -3.262 -6.761
H20 -1.274 -5.377 -7.326
H21 0.518 -6.217 -5.795
H22 1.161 -4.896 -3.777
H23 -0.392 -0.486 -0.342
H24 -1.603 -1.004 1.763
H25 -3.558 -2.568 1.656
H26 -3.788 -4.102 -0.308
H27 -2.096 -4.055 -2.147
H28 1.949 -0.881 -5.908
H29 2.636 -0.307 -8.238
H30 3.917 1.793 -8.665
H31 4.407 3.381 -6.792
H32 3.758 2.786 -4.470
H33 4.395 1.587 -1.637
H34 4.580 3.776 -0.446
H35 2.683 5.392 -0.505
H36 0.671 4.898 -1.891
H37 0.515 2.762 -3.128
Cl1 0.943 1.543 4.401
C36 0.589 0.264 5.508
C37 0.237 0.609 6.804
C38 -0.264 -0.390 7.656
C39 -0.226 -1.737 7.273
C40 0.317 -2.106 6.053
C41 0.632 -1.110 5.048
C42 0.960 -1.399 3.728
H38 0.295 1.657 7.106
H39 -0.659 -0.089 8.614
H40 -0.619 -2.515 7.938
H41 0.521 -3.156 5.798
H42 1.081 -2.438 3.429
H43 1.214 -0.619 3.016

DFT (ωB97M-V with the def2-TZVPD basis set) results for a molecular structure, C42H43Cl2N7O7SSiV.

## Properties
E_tot: -138469.88252 eV
HOMO (spin up / spin down): -1.6016 / -2.9859 eV
gap between HOMO and LUMO (spin up / spin down): 5.3 / 6.7 eV
energy above the lowest of the compared OMol25 structures with the same formula, charge and spin: 49.9 kcal/mol
net charge: -2
multiplicity: 4
molecular weight: 939.851 g mol⁻¹
⟨S²⟩: 3.7566

Geometry (Å):
V1 -0.739 0.308 -0.272
C1 2.162 0.312 0.694
N1 1.166 -0.686 0.377
C2 0.927 -1.707 1.372
C3 -0.454 -1.604 1.923
N2 -1.345 -0.787 1.428
C4 -2.504 -1.006 2.140
C5 -3.747 -0.400 2.037
C6 -4.734 -0.813 2.919
C7 -4.489 -1.796 3.879
C8 -3.253 -2.411 3.992
C9 -2.267 -2.005 3.104
N3 -0.961 -2.402 2.909
C10 1.522 1.611 1.051
N4 0.259 1.855 0.829
C11 0.028 3.134 1.274
C12 -1.141 3.883 1.279
C13 -1.078 5.150 1.826
C14 0.113 5.665 2.353
C15 1.288 4.935 2.347
C16 1.222 3.663 1.798
N5 2.171 2.673 1.613
H1 2.786 0.455 -0.198
H2 2.812 -0.002 1.524
H3 1.333 -1.015 -0.626
H4 1.634 -1.624 2.209
H5 1.038 -2.696 0.918
H6 -3.916 0.375 1.302
H7 -5.717 -0.361 2.868
H8 -5.286 -2.084 4.556
H9 -3.068 -3.169 4.743
H10 -0.389 -2.883 3.575
H11 -2.047 3.472 0.857
H12 -1.970 5.764 1.848
H13 0.114 6.665 2.772
H14 2.206 5.330 2.765
H15 3.110 2.660 1.956
C17 2.315 0.062 -6.606
C18 1.355 0.623 -5.596
C19 -0.018 0.467 -5.746
C20 -0.900 0.993 -4.819
C21 -0.415 1.671 -3.713
C22 0.951 1.816 -3.539
C23 1.826 1.300 -4.479
S1 -1.537 2.442 -2.539
O1 -2.599 2.993 -3.369
O2 -0.709 3.373 -1.794
N6 -2.080 1.369 -1.526
C24 -3.017 0.406 -2.121
C25 -2.533 -1.055 -2.109
O3 -3.171 -1.878 -2.783
O4 -1.543 -1.295 -1.356
H16 1.791 -0.510 -7.372
H17 3.038 -0.603 -6.128
H18 2.877 0.858 -7.102
H19 -0.403 -0.078 -6.600
H20 -1.967 0.879 -4.955
H21 1.317 2.333 -2.663
H22 2.895 1.402 -4.325
H23 -3.287 0.702 -3.137
H24 -3.951 0.432 -1.544
C26 1.372 -2.757 -4.464
Si1 1.935 -2.391 -2.682
C27 1.148 -3.758 -1.598
C28 3.823 -2.732 -2.668
O5 1.587 -0.940 -2.171
H25 1.502 -3.819 -4.699
H26 1.939 -2.176 -5.195
H27 0.318 -2.505 -4.582
H28 0.993 -4.688 -2.151
H29 0.173 -3.408 -1.256
H30 1.769 -3.994 -0.729
H31 4.085 -3.672 -3.160
H32 4.199 -2.771 -1.642
H33 4.347 -1.922 -3.179
Cl1 2.671 -2.483 6.051
C29 3.868 -2.082 4.859
C30 4.728 -3.089 4.450
C31 5.718 -2.810 3.519
C32 5.791 -1.535 2.989
C33 4.896 -0.544 3.391
Cl2 4.947 0.943 2.480
C34 3.926 -0.755 4.370
N7 2.997 0.141 4.818
C35 3.120 1.506 4.973
C36 4.355 2.136 5.134
C37 4.437 3.514 5.266
C38 3.283 4.281 5.272
C39 2.051 3.642 5.221
C40 1.936 2.265 5.111
C41 0.589 1.632 5.286
C42 0.013 0.880 4.051
O6 0.569 -0.249 3.835
O7 -0.895 1.408 3.409
H34 4.614 -4.077 4.873
H35 6.398 -3.582 3.191
H36 6.510 -1.292 2.219
H37 1.999 -0.185 4.625
H38 5.260 1.536 5.151
H39 5.410 3.981 5.364
H40 3.334 5.360 5.350
H41 1.140 4.226 5.278
H42 -0.119 2.411 5.565
H43 0.654 0.916 6.117

DFT (ωB97M-V with the def2-TZVPD basis set) results for a molecular structure, C42H43ClCsF3NO4P2SSbTe at a distorted geometry.

## Properties
E_tot: -118395.09918 eV
HOMO: -1.0848 eV
gap between HOMO and LUMO: 4.5 eV
energy above the lowest of the compared OMol25 structures with the same formula, charge and spin: 0.0 kcal/mol
net charge: -2
molecular weight: 1194.536 g mol⁻¹

Geometry (Å):
Cs1 1.027 0.864 -0.927
C1 -1.953 -0.314 1.424
C2 -1.219 -1.097 2.519
P1 0.340 -1.886 1.864
C3 -0.263 -3.581 1.474
C4 0.201 -4.145 0.285
C5 -0.230 -5.401 -0.121
C6 -1.129 -6.111 0.661
C7 -1.593 -5.564 1.851
C8 -1.162 -4.309 2.253
C9 1.233 -2.161 3.452
C10 1.531 -3.412 3.988
C11 2.272 -3.521 5.159
C12 2.728 -2.382 5.806
C13 2.454 -1.131 5.267
C14 1.721 -1.022 4.097
C15 -2.202 -1.104 0.139
P2 -2.797 0.041 -1.191
C16 -3.229 -1.151 -2.520
C17 -4.198 -0.775 -3.456
C18 -4.511 -1.597 -4.523
C19 -3.845 -2.809 -4.682
C20 -2.873 -3.181 -3.771
C21 -2.566 -2.359 -2.693
C22 -4.497 0.361 -0.527
C23 -5.440 -0.648 -0.326
C24 -6.672 -0.363 0.239
C25 -6.983 0.940 0.616
C26 -6.058 1.953 0.417
C27 -4.825 1.660 -0.154
H1 -1.352 0.569 1.184
H2 -2.905 0.056 1.817
H3 -1.866 -1.855 2.971
H4 -0.909 -0.406 3.306
H5 0.886 -3.576 -0.330
H6 0.129 -5.821 -1.053
H7 -1.473 -7.088 0.343
H8 -2.295 -6.116 2.464
H9 -1.532 -3.894 3.184
H10 1.193 -4.309 3.488
H11 2.498 -4.500 5.564
H12 3.309 -2.470 6.716
H13 2.830 -0.234 5.744
H14 1.566 -0.042 3.655
H15 -2.906 -1.928 0.288
H16 -1.263 -1.517 -0.243
H17 -4.706 0.176 -3.339
H18 -5.260 -1.289 -5.241
H19 -4.070 -3.448 -5.527
H20 -2.327 -4.106 -3.909
H21 -1.778 -2.654 -2.013
H22 -5.204 -1.663 -0.624
H23 -7.395 -1.156 0.391
H24 -7.946 1.163 1.059
H25 -6.298 2.969 0.705
H26 -4.101 2.449 -0.320
F1 2.098 3.139 5.118
C28 1.797 4.192 4.329
F2 1.425 5.183 5.191
F3 2.941 4.619 3.771
C29 0.707 3.902 3.339
C30 -0.469 4.610 3.438
C31 -1.510 4.361 2.551
C32 -1.287 3.384 1.599
N1 -0.170 2.685 1.476
C33 0.876 2.903 2.325
S1 2.282 1.972 2.127
H27 -0.582 5.361 4.209
H28 -2.444 4.903 2.601
H29 -2.066 3.142 0.878
C34 5.806 -1.873 0.577
Sb1 4.062 -1.383 -0.620
C35 5.082 0.152 -1.733
C36 4.457 -2.951 -2.045
H30 6.681 -2.011 -0.059
H31 5.623 -2.786 1.145
H32 5.996 -1.064 1.284
H33 6.024 -0.227 -2.129
H34 5.270 1.007 -1.084
H35 4.434 0.472 -2.550
H36 5.476 -2.876 -2.426
H37 3.748 -2.838 -2.864
H38 4.312 -3.927 -1.581
Te1 2.276 3.022 -4.197
C37 2.591 5.113 -4.158
C38 1.697 5.988 -4.794
C39 1.887 7.361 -4.790
C40 2.984 7.921 -4.144
C41 3.882 7.074 -3.504
C42 3.686 5.700 -3.514
H39 0.836 5.567 -5.299
H40 1.173 8.007 -5.291
H41 3.134 8.994 -4.134
H42 4.740 7.495 -2.989
H43 4.395 5.057 -3.005
O1 2.149 -0.744 -3.247
Cl1 0.812 -1.293 -3.210
O2 0.664 -2.340 -4.188
O3 -0.152 -0.243 -3.425
O4 0.593 -1.835 -1.877

DFT (ωB97M-V with the def2-TZVPD basis set) results for a molecular structure, C42H44AsFN4O6SSbTi at a distorted geometry.

## Properties
E_tot: -166558.60792 eV
HOMO (spin up / spin down): -7.3104 / -7.5563 eV
gap between HOMO and LUMO (spin up / spin down): 6.9 / 7.2 eV
multiplicity: 2
molecular weight: 996.450 g mol⁻¹
⟨S²⟩: 0.7526

Geometry (Å):
Ti1 0.448 -0.598 -0.755
C1 3.465 -2.032 -0.634
C2 3.392 -0.715 -1.339
C3 4.514 -0.310 -2.041
C4 4.476 0.802 -2.860
C5 3.264 1.463 -2.963
C6 2.189 1.089 -2.182
N1 2.240 0.017 -1.330
Sb1 0.444 2.377 -2.787
C7 0.863 3.533 -0.996
C8 0.630 4.900 -0.910
C9 1.296 5.630 0.063
C10 2.190 4.978 0.892
C11 2.354 3.601 0.767
C12 3.391 2.868 1.562
N2 1.673 2.896 -0.142
C13 -1.722 2.238 -2.387
C14 -2.521 2.774 -3.387
C15 -3.899 2.739 -3.224
C16 -4.410 2.145 -2.088
C17 -3.537 1.598 -1.146
C18 -4.096 0.911 0.066
N3 -2.212 1.665 -1.288
H1 3.149 -2.821 -1.319
H2 2.812 -2.064 0.227
H3 4.489 -2.235 -0.325
H4 5.410 -0.911 -1.970
H5 5.347 1.110 -3.422
H6 3.142 2.290 -3.653
H7 -0.034 5.373 -1.623
H8 1.154 6.701 0.146
H9 2.773 5.527 1.621
H10 4.385 3.115 1.181
H11 3.235 1.799 1.457
H12 3.350 3.137 2.615
H13 -2.057 3.196 -4.270
H14 -4.561 3.155 -3.974
H15 -5.478 2.097 -1.915
H16 -4.745 0.085 -0.231
H17 -4.697 1.610 0.651
H18 -3.297 0.522 0.689
C19 -2.727 1.214 2.834
C20 -1.522 1.715 2.015
C21 -1.661 3.231 1.866
C22 -0.248 1.283 2.728
C23 0.136 2.005 3.849
C24 1.143 1.547 4.675
C25 1.763 0.355 4.367
C26 1.447 -0.396 3.231
C27 2.317 -1.657 3.144
C28 3.723 -1.223 2.686
C29 1.812 -2.893 2.398
C30 0.441 0.099 2.364
N4 -0.063 -0.575 1.191
C31 -1.113 -1.437 1.499
C32 -1.446 -1.877 2.798
C33 -2.481 -2.762 3.034
C34 -3.269 -3.250 2.001
C35 -3.006 -2.812 0.715
C36 -1.967 -1.939 0.515
F1 -1.776 -1.485 -0.779
H19 -3.657 1.636 2.448
H20 -2.612 1.537 3.872
H21 -2.809 0.130 2.831
H22 -1.528 1.274 1.020
H23 -1.988 3.688 2.804
H24 -2.410 3.456 1.104
H25 -0.725 3.693 1.568
H26 -0.384 2.921 4.100
H27 1.423 2.094 5.567
H28 2.515 -0.033 5.045
H29 2.429 -1.988 4.181
H30 3.680 -0.614 1.784
H31 4.348 -2.097 2.489
H32 4.206 -0.628 3.462
H33 1.482 -2.697 1.390
H34 0.974 -3.349 2.921
H35 2.613 -3.635 2.355
H36 -0.862 -1.524 3.635
H37 -2.673 -3.073 4.054
H38 -4.065 -3.956 2.194
H39 -3.594 -3.136 -0.134
O1 1.743 -1.807 -3.455
As1 0.141 -1.130 -3.659
O2 0.177 -0.313 -5.061
O3 -0.303 -0.134 -2.367
C37 -1.038 -2.656 -3.660
C38 -1.932 -2.753 -4.719
C39 -2.822 -3.813 -4.771
C40 -2.840 -4.760 -3.757
C41 -1.942 -4.671 -2.705
C42 -1.030 -3.627 -2.664
S1 0.225 -3.756 -1.396
O4 -0.383 -4.375 -0.254
O5 1.325 -4.438 -2.015
O6 0.648 -2.341 -1.031
H40 2.221 -1.642 -4.282
H41 -1.892 -1.996 -5.494
H42 -3.503 -3.901 -5.608
H43 -3.547 -5.578 -3.793
H44 -1.924 -5.406 -1.911

DFT (ωB97M-V with the def2-TZVPD basis set) results for a molecular structure, C42H44AsN5O2SY at a distorted geometry.

## Properties
E_tot: -128523.33373 eV
HOMO: -9.7896 eV
gap between HOMO and LUMO: 7.4 eV
energy above the lowest of the compared OMol25 structures with the same formula, charge and spin: 0.0 kcal/mol
net charge: +1
molecular weight: 846.742 g mol⁻¹

Geometry (Å):
Y1 0.588 -0.014 -0.179
S1 2.655 1.049 1.334
C1 4.263 0.656 0.685
C2 5.255 1.200 1.492
C3 6.607 1.031 1.148
C4 6.946 0.259 -0.007
C5 5.924 -0.356 -0.724
C6 4.579 -0.140 -0.440
As1 3.191 -0.666 -1.688
C7 3.779 -2.417 -2.192
C8 3.787 -2.890 -3.541
C9 4.081 -4.231 -3.788
C10 4.361 -5.080 -2.731
C11 4.381 -4.616 -1.424
C12 4.099 -3.288 -1.126
C13 3.429 0.607 -3.132
C14 4.376 1.624 -3.063
C15 4.324 2.637 -4.003
C16 3.307 2.663 -4.981
C17 2.324 1.645 -4.935
C18 2.397 0.642 -4.047
H1 4.908 1.837 2.318
H2 7.373 1.513 1.757
H3 7.947 0.233 -0.381
H4 6.242 -0.927 -1.571
H5 3.494 -2.189 -4.282
H6 3.978 -4.573 -4.859
H7 4.633 -6.062 -3.044
H8 4.632 -5.300 -0.606
H9 4.064 -2.948 -0.068
H10 5.127 1.516 -2.285
H11 4.901 3.580 -3.925
H12 3.226 3.466 -5.707
H13 1.557 1.633 -5.693
H14 1.650 -0.208 -4.094
C19 -8.034 3.571 4.421
O1 -7.084 2.801 3.779
C20 -6.503 1.766 4.451
C21 -6.048 0.684 3.711
C22 -5.282 -0.217 4.366
C23 -4.924 -0.055 5.691
C24 -5.539 0.931 6.439
C25 -6.389 1.812 5.838
N1 -4.008 -0.915 6.392
N2 -2.883 -1.029 5.902
C26 -2.354 -0.341 4.733
C27 -2.554 0.973 4.382
C28 -2.023 1.502 3.150
C29 -1.203 0.828 2.321
O2 -0.659 1.319 1.219
C30 -0.881 -0.514 2.727
N3 -0.139 -1.263 1.874
C31 0.206 -2.461 2.272
C32 -0.168 -3.037 3.493
C33 -1.075 -2.388 4.288
C34 -1.435 -1.120 3.914
H15 -8.605 4.066 3.622
H16 -7.593 4.347 5.085
H17 -8.778 2.957 4.939
H18 -6.156 0.570 2.633
H19 -4.805 -1.108 3.941
H20 -5.342 0.970 7.511
H21 -6.948 2.542 6.407
H22 -3.180 1.582 5.041
H23 -2.296 2.480 2.823
H24 0.832 -3.047 1.586
H25 0.157 -4.018 3.776
H26 -1.499 -2.806 5.218
N4 0.728 3.532 1.026
C35 0.764 4.051 -0.505
C36 -0.376 3.471 -1.372
N5 -0.208 2.042 -1.620
H27 0.013 2.720 1.234
H28 0.683 4.414 1.594
H29 1.582 3.026 1.213
H30 1.810 3.825 -0.769
H31 0.734 5.151 -0.541
H32 -0.343 4.110 -2.274
H33 -1.281 3.621 -0.701
H34 0.122 1.828 -2.562
H35 -1.079 1.547 -1.646
C37 -2.544 -3.657 -3.605
C38 -1.783 -2.347 -3.950
C39 -0.651 -2.716 -4.999
C40 -2.780 -1.216 -4.445
C41 -1.154 -1.785 -2.689
C42 -0.683 -1.220 -1.715
H36 -3.266 -4.009 -4.393
H37 -3.145 -3.606 -2.636
H38 -1.815 -4.496 -3.507
H39 -1.190 -3.311 -5.771
H40 0.013 -3.438 -4.481
H41 -0.152 -1.884 -5.470
H42 -3.116 -1.379 -5.438
H43 -2.384 -0.241 -4.304
H44 -3.689 -1.301 -3.838

Q: Among the records above, which one has the lowest molecular weight?
A: C42H43CaClP2

Q: What is the E_tot in the second record?
A: -138469.88252 eV

Q: What is the E_tot in the second record?
A: -138469.88252 eV

Q: Look up the molecular weight of the first one.
A: 685.285 g mol⁻¹